Entry 1:
A molecular structure, C7H14N2O2 at a distorted geometry, computed with ωB97M-V/def2-TZVPD.

Relative energy (zero: lowest compared OMol25 entry of this formula, charge and spin) in kcal per mole: 239.07
Gap between HOMO and LUMO in eV: 8.8
E_HOMO in eV: -8.68
Multiplicity: 1

Structure (XYZ):
```
25
Properties=species:S:1:pos:R:3:forces:R:3
C 0.754509 1.960698 -1.058035 -3.758 -2.605 -2.607
C 0.119680 -0.547554 -0.642597 -2.773 -0.204 -0.048
C -0.466307 -0.802610 -2.087398 1.140 -0.855 1.406
C 0.686551 -1.785374 0.087479 -0.938 -3.197 -2.347
C -0.972687 0.168369 0.303113 -0.776 0.075 -0.903
C -0.563017 0.863029 1.761883 -0.085 -3.373 -4.086
C -1.132257 -0.061564 2.708234 -0.993 -2.159 2.867
H 0.718557 2.324489 -0.117660 1.956 2.035 2.854
H 1.169398 2.380214 -1.991677 0.310 -0.063 1.258
H -0.489738 2.144605 -1.077065 3.076 -1.232 -1.183
H 0.184827 -1.422985 -2.718116 0.508 0.240 0.513
H -0.430575 0.192298 -2.510055 -1.207 -0.044 -0.511
H -1.337652 -1.415628 -2.031360 -1.349 0.419 -0.234
H 1.455093 -1.700911 0.839935 -0.115 0.488 0.218
H 1.031604 -2.687115 -0.623693 -0.079 2.501 0.953
H -0.190070 -2.348996 0.435122 -0.018 0.430 0.717
H -1.485207 0.993553 -0.337407 0.301 -1.944 1.278
H -1.609689 -0.719744 0.656072 0.171 1.989 -1.903
H -1.481482 -1.129117 1.953410 0.877 3.290 4.120
H -2.183743 0.812511 3.026215 2.893 -3.398 -0.167
H -0.045234 -0.511584 3.750529 -3.653 1.671 -2.790
N 1.091867 0.438024 -0.896406 -6.442 2.321 -0.985
N 2.166401 -0.033674 -0.719155 9.081 4.939 1.365
O 2.954316 1.033411 -0.571918 0.968 -3.272 -0.511
O 0.054853 1.855653 1.860548 0.907 1.946 0.725
```
Positions in Å, forces in eV/Å.

Here are the natural (NBO) charges for atoms 1 to 2, given in e: number 1, C, carries -0.43; number 2, C, carries 0.14

Entry 2:
A molecular structure, C6H12IN at a distorted geometry, computed with ωB97M-V/def2-TZVPD.

Relative energy (zero: lowest compared OMol25 entry of this formula, charge and spin) in kcal per mole: 6.96
Gap between HOMO and LUMO (spin up / spin down) in eV: 5.2 / 7.2
<S²>: 2.007
E_HOMO (spin up / spin down) in eV: -4.59 / -9.41
Multiplicity: 3

Structure (XYZ):
```
20
Properties=species:S:1:pos:R:3:forces:R:3
C 0.390303 -0.148685 -0.527475 -3.268 2.291 -2.340
C -0.968453 -1.428644 0.889886 -3.595 0.060 -1.358
C -1.703628 -1.133120 -1.634953 2.120 1.417 0.254
C 1.449425 2.348016 0.684910 2.033 -3.381 -3.986
C -1.019547 -0.480633 -0.343009 -0.993 0.030 0.480
C 1.078824 0.917778 1.068140 0.040 1.536 2.432
N 1.213196 -0.500301 -1.347820 2.974 -0.626 0.080
I 2.654673 -0.284295 1.774812 0.287 -0.107 0.729
H -0.443832 -1.009225 1.664657 1.315 1.007 1.844
H -0.417057 -2.241002 0.511790 0.403 -1.584 0.000
H -1.988020 -1.704161 1.328452 1.253 0.088 -0.930
H -1.864895 -0.322525 -2.350013 -0.838 -0.013 0.342
H -2.515288 -1.629675 -1.208381 -1.978 -0.460 0.015
H -1.176758 -1.844240 -2.277110 0.691 -0.170 0.866
H 1.543830 2.984601 1.483606 -0.006 1.581 1.854
H 0.708210 2.610983 -0.056416 -0.469 0.696 0.022
H 2.451520 2.307782 0.069735 -1.653 0.305 1.351
H -1.585596 0.514076 -0.148558 0.598 -1.686 -0.052
H 0.130488 0.954507 1.687986 1.106 -0.645 -0.638
H 2.062606 0.088761 -1.270239 -0.020 -0.340 -0.967
```
Positions in Å, forces in eV/Å.

Here are the natural (NBO) charges for atoms 1 to 2, given in e: number 1, C, carries 0.29; number 2, C, carries -0.59

Entry 3:
6 unconnected molecules or ions with the total composition C32H71BrN5O7 at a distorted geometry, computed with ωB97M-V/def2-TZVPD.

Gap between HOMO and LUMO in eV: 6.7
Total charge: +1
E_HOMO in eV: -10.83
Multiplicity: 1

Structure (XYZ):
```
116
Properties=species:S:1:pos:R:3:forces:R:3
C -4.314102 -2.368391 4.720387 5.051 4.835 -7.576
C -3.514255 -1.698209 3.746128 -5.582 -3.455 4.163
C -3.022436 -0.926707 2.348073 0.838 1.870 -3.055
N -2.440603 -1.492805 1.072092 -1.714 6.127 2.087
C -2.270130 -0.241218 0.206065 -0.407 -0.318 1.493
N -1.790337 -0.286036 -1.099764 -1.129 0.211 2.067
C -1.401782 -1.614056 -1.780837 -0.562 -0.703 -0.900
C -1.709242 -1.591176 -3.417077 1.829 -0.415 0.287
C -0.900757 -0.414104 -4.224140 -1.265 -0.360 0.344
Br -3.700674 -1.486245 -3.816875 1.555 0.041 0.540
N -2.703956 1.057528 0.911490 1.568 -6.705 -1.071
N -2.698644 2.354882 0.396781 -1.966 0.510 -0.325
N -3.133786 0.570130 2.140939 -0.769 -2.661 3.812
C -3.731731 1.408324 3.286126 -1.213 -0.517 0.746
O -5.171632 1.038615 3.324539 2.090 1.500 -1.426
C -5.881345 1.566921 2.130120 -0.169 1.363 0.428
C -7.485938 1.386842 2.416837 -0.364 1.349 0.365
O -8.236716 0.695151 1.357964 2.140 -0.601 1.258
C -7.672204 -0.623089 1.034186 -0.736 -1.485 -0.695
C -7.290683 -1.558040 2.324820 1.196 -0.447 -0.888
H -5.086245 -2.934759 5.432918 2.408 1.506 -1.717
H -1.743622 0.646834 -1.591481 0.087 -1.749 0.605
H -2.049124 -2.522056 -1.357992 1.499 2.338 -0.543
H -0.259058 -1.786692 -1.586707 -2.221 0.243 -0.498
H -1.364926 -2.656575 -3.814817 -0.858 2.335 0.909
H 0.249563 -0.550857 -4.053770 -2.235 0.293 -0.477
H -1.226650 -0.487676 -5.365474 1.040 0.367 2.551
H -1.269552 0.619117 -3.779150 0.918 -1.970 -1.158
H -2.881549 3.070094 1.140957 0.657 -1.080 -0.593
H -3.541125 2.442665 -0.246158 1.126 -0.148 0.937
H -3.537648 2.556241 3.166590 -0.463 -2.135 -0.228
H -3.273163 1.107337 4.343331 -0.960 0.294 -2.609
H -5.502113 1.125845 1.114921 -0.834 0.356 1.970
H -5.612046 2.729517 2.097888 -0.748 -2.282 -0.033
H -7.936794 2.491072 2.470711 0.861 -2.548 -0.317
H -7.680432 0.938645 3.506235 0.739 0.690 -2.489
H -6.762786 -0.545842 0.264380 -1.758 -0.017 1.807
H -8.519292 -1.209818 0.433124 1.720 1.622 1.309
H -6.101974 -1.537727 2.435418 -2.665 0.052 0.167
H -7.543959 -2.680417 2.023136 0.354 2.466 0.874
H -7.810491 -1.235671 3.325754 0.962 -0.749 -2.137
C -2.247635 2.350250 -8.255370 -0.030 -0.005 -0.157
C -1.541551 2.412051 -6.913055 0.150 -0.063 -0.098
O -0.364752 1.605763 -6.852371 -0.180 -0.139 0.240
C 0.670128 1.923432 -7.780037 0.065 0.141 -0.045
C 1.203201 3.337597 -7.633446 -0.064 0.061 0.003
H -2.513863 1.317695 -8.502030 -0.001 0.114 0.063
H -3.162393 2.952747 -8.232637 0.135 -0.105 0.017
H -1.619738 2.728790 -9.065074 -0.070 0.058 0.073
H -2.218911 2.033095 -6.140471 0.219 -0.115 -0.007
H -1.305416 3.444576 -6.634979 0.006 0.025 -0.098
H 0.329528 1.732478 -8.803497 -0.013 0.077 0.010
H 1.485923 1.217752 -7.590948 -0.257 -0.026 0.121
H 0.430601 4.087109 -7.823155 0.088 -0.035 -0.084
H 2.019936 3.512804 -8.340824 -0.095 0.005 0.188
H 1.575781 3.502742 -6.616584 0.024 -0.038 -0.165
C -1.364611 -4.004414 6.354980 0.097 -0.100 -0.119
C -2.007844 -3.854549 7.721718 -0.093 -0.235 0.051
O -2.908309 -4.914331 8.045235 -0.108 0.259 -0.089
C -2.353572 -6.226915 8.088154 0.076 -0.063 0.057
C -1.242652 -6.382890 9.111406 0.065 0.131 0.128
H -2.130023 -4.067922 5.575235 0.088 0.031 0.075
H -0.717397 -3.146358 6.142481 -0.108 -0.095 0.031
H -0.753291 -4.907165 6.287941 0.028 0.099 0.032
H -2.596140 -2.930950 7.735278 -0.111 -0.211 0.106
H -1.252417 -3.749125 8.507474 0.059 -0.028 -0.063
H -2.017255 -6.526008 7.089467 0.076 0.016 0.012
H -3.173311 -6.903510 8.351805 -0.026 0.298 -0.063
H -0.389816 -5.736019 8.890281 0.003 -0.113 -0.028
H -0.882640 -7.416432 9.129295 -0.080 0.136 0.002
H -1.603189 -6.117626 10.111278 0.054 -0.091 -0.127
C 4.691725 6.731577 -5.751185 0.056 0.161 0.012
C 4.352021 5.369436 -6.328556 -0.041 0.064 -0.202
O 3.844611 5.427905 -7.661881 -0.110 -0.091 0.123
C 4.708917 5.992425 -8.645113 0.077 -0.006 0.010
C 6.021842 5.245493 -8.799507 0.067 -0.133 0.088
H 3.813827 7.384989 -5.766646 0.075 -0.102 0.026
H 5.036480 6.631299 -4.716107 -0.065 -0.001 -0.147
H 5.481045 7.230302 -6.318120 0.013 -0.066 0.087
H 3.567207 4.912660 -5.716402 -0.031 0.013 -0.275
H 5.211237 4.692112 -6.281921 0.072 0.069 0.002
H 4.879288 7.053261 -8.431707 0.068 -0.024 0.026
H 4.167139 5.953399 -9.596015 -0.121 -0.060 0.261
H 6.611766 5.261845 -7.879511 0.018 0.064 -0.096
H 6.626569 5.696603 -9.592566 -0.103 -0.075 0.091
H 5.837500 4.195239 -9.050664 0.050 0.151 -0.017
C 9.660826 0.564493 -7.023323 0.057 -0.160 0.011
C 8.788374 1.758015 -7.367581 -0.009 -0.040 -0.178
O 8.221440 1.688833 -8.676182 -0.016 0.078 0.014
C 7.370555 0.575941 -8.940608 0.080 0.083 0.035
C 6.159552 0.507630 -8.027196 -0.089 0.070 0.177
H 10.469230 0.456527 -7.753198 -0.082 0.060 0.101
H 10.101016 0.689004 -6.027818 -0.056 0.008 -0.158
H 9.093901 -0.369191 -7.022219 0.012 0.048 0.084
H 9.403619 2.663630 -7.342188 -0.180 -0.077 -0.227
H 7.999054 1.901904 -6.622286 -0.014 -0.088 0.044
H 7.946782 -0.354989 -8.904935 -0.050 -0.019 0.080
H 7.026604 0.685028 -9.974561 0.205 0.165 0.130
H 6.444785 0.386855 -6.978995 -0.019 -0.082 -0.070
H 5.522887 -0.339849 -8.300282 0.079 0.109 -0.003
H 5.571516 1.428919 -8.101599 0.053 -0.117 -0.038
C 1.273350 -4.151618 14.864826 -0.027 0.111 0.122
C 1.132955 -4.852007 13.525450 -0.126 0.000 0.021
O -0.199526 -4.835960 13.012738 -0.028 -0.040 -0.074
C -0.770464 -3.552239 12.770780 0.072 -0.125 0.037
C 0.005624 -2.723304 11.762776 0.180 0.033 -0.085
H 0.604563 -4.601386 15.605315 0.104 0.009 -0.094
H 2.303622 -4.229494 15.229209 -0.161 -0.016 -0.064
H 1.022781 -3.090452 14.799188 0.097 -0.026 -0.007
H 1.406930 -5.905232 13.647778 -0.253 0.103 -0.134
H 1.826196 -4.438214 12.785591 0.013 0.084 0.041
H -0.895600 -3.012070 13.715503 0.072 0.062 -0.036
H -1.778787 -3.727728 12.381232 0.164 -0.207 0.103
H 1.020528 -2.507439 12.106350 -0.099 0.062 0.006
H -0.497963 -1.767625 11.586103 0.030 -0.124 0.021
H 0.090042 -3.258785 10.810816 -0.055 0.056 0.103
```
Positions in Å, forces in eV/Å.

Here are the Mulliken charges for atoms 1 to 2, given in e: number 1, C, carries -0.33; number 2, C, carries -0.25